{"formula": "C32H41BeF2InKN2O5", "method": "wB97M-V/def2-TZVPD", "charge": 1, "gap_ev": 2.91, "symbols": ["C", "C", "C", "C", "C", "C", "C", "C", "C", "In", "C", "C", "N", "H", "H", "H", "H", "H", "H", "H", "H", "H", "H", "H", "H", "H", "H", "H", "H", "H", "H", "H", "H", "H", "H", "H", "H", "H", "Be", "C", "C", "O", "C", "O", "O", "F", "H", "H", "H", "F", "C", "C", "C", "C", "C", "C", "C", "O", "C", "C", "C", "C", "C", "C", "C", "O", "H", "H", "H", "H", "H", "H", "H", "H", "K", "N", "C", "C", "C", "C", "H", "H", "H", "H", "H"], "coordinates": [[-0.128, -3.589, 1.930], [-0.876, -3.560, 0.434], [0.207, -3.579, -0.794], [0.479, -2.082, -1.477], [1.662, -1.224, -0.748], [1.212, -0.312, 0.530], [-0.324, 0.253, 0.496], [-0.707, 1.318, 1.682], [-1.990, 0.707, 2.556], [-3.824, 0.305, 1.232], [-4.581, -1.838, 1.525], [-5.386, -2.438, 0.223], [-4.973, -2.223, -1.087], [0.761, -4.377, 1.935], [0.277, -2.542, 2.258], [-0.905, -3.971, 2.719], [-1.708, -2.738, 0.356], [-1.456, -4.604, 0.383], [-0.295, -4.215, -1.671], [1.194, -4.147, -0.516], [0.878, -2.331, -2.573], [-0.534, -1.517, -1.636], [2.134, -0.492, -1.558], [2.566, -1.932, -0.420], [1.454, -0.840, 1.565], [1.919, 0.653, 0.518], [-0.518, 0.749, -0.560], [-1.040, -0.676, 0.578], [0.207, 1.603, 2.387], [-1.088, 2.318, 1.162], [-1.603, -0.341, 2.973], [-2.295, 1.400, 3.458], [-3.176, 0.339, -0.487], [-5.101, 1.552, 1.368], [-5.364, -1.811, 2.416], [-3.711, -2.561, 1.904], [-6.382, -3.066, 0.408], [-4.098, -1.640, -1.018], [-1.482, -0.149, -2.052], [-7.096, 2.316, 6.234], [-7.261, 1.169, 5.296], [-6.007, 1.081, 4.659], [-5.112, 1.550, 5.573], [-3.906, 1.379, 5.499], [-5.730, 2.229, 6.587], [-8.197, 1.444, 4.359], [-7.287, 3.283, 5.758], [-7.735, 2.226, 7.117], [-7.493, 0.218, 5.786], [1.503, 0.989, -1.785], [1.937, 0.541, -4.577], [2.376, -0.591, -5.263], [3.575, -0.554, -5.977], [4.333, 0.623, -6.013], [3.881, 1.762, -5.347], [2.686, 1.718, -4.618], [4.647, 3.023, -5.420], [4.253, 4.023, -4.833], [5.888, 3.065, -6.218], [6.593, 4.269, -6.344], [7.776, 4.313, -7.086], [8.261, 3.157, -7.695], [7.558, 1.957, -7.577], [6.364, 1.913, -6.845], [5.609, 0.648, -6.755], [6.032, -0.368, -7.295], [1.007, 0.509, -4.014], [1.785, -1.504, -5.242], [3.914, -1.443, -6.506], [2.335, 2.599, -4.084], [6.223, 5.176, -5.868], [8.319, 5.251, -7.186], [9.186, 3.190, -8.267], [7.941, 1.059, -8.060], [-6.597, -3.009, 3.106], [-0.973, 0.203, 6.333], [-0.421, 0.348, 7.579], [0.321, -0.780, 7.849], [0.219, -1.632, 6.724], [-0.584, -0.999, 5.802], [-1.572, 0.879, 5.876], [-0.604, 1.238, 8.166], [0.878, -0.968, 8.758], [0.681, -2.603, 6.600], [-0.912, -1.301, 4.816]]}



{"formula": "C3H6OS2", "method": "wB97M-V/def2-TZVPD", "charge": 0, "smiles": "C[C@H](O)C(=S)S", "gap_ev": 8.17, "de_lowest_kj_mol": 265.0, "symbols": ["C", "C", "C", "H", "H", "H", "H", "H", "H", "O", "S", "S"], "coordinates": [[2.215, 0.641, -0.169], [0.644, 1.077, 0.001], [-0.266, -0.164, -0.260], [2.416, -0.276, 0.513], [2.962, 1.476, 0.240], [2.568, 0.191, -1.123], [0.131, 2.096, -0.521], [0.183, 1.941, 1.928], [-0.662, -0.106, 1.924], [0.793, 1.194, 1.518], [-1.110, -0.918, 1.071], [-0.734, -0.594, -1.854]]}



{"formula": "H9O4", "method": "wB97M-V/def2-TZVPD", "charge": 1, "gap_ev": 11.24, "de_lowest_kj_mol": 261.3, "symbols": ["O", "H", "H", "O", "H", "H", "O", "H", "H", "O", "H", "H", "H"], "coordinates": [[2.023, -0.891, -0.680], [2.156, -0.781, -1.637], [2.829, -1.388, -0.447], [-1.614, 0.679, -0.728], [-2.480, 0.904, -1.072], [-0.975, -0.256, -0.410], [-0.739, 1.401, 1.439], [-0.019, 2.024, 1.261], [-1.260, 1.318, 0.448], [-0.176, -0.733, 0.354], [-0.386, -1.664, 0.546], [-0.279, 0.188, 1.111], [0.920, -0.800, -0.184]]}